1.
10
Properties=species:S:1:pos:R:3:forces:R:3:mulliken_charge:R:1 method="wB97M-V/def2-TZVPD" homo_lumo_gap_ha=0.427 spin_multiplicity=1 smiles="O=CO.C" e_lumo_ev=0.541 fmax_ha_per_bohr=0.059
O -0.903502 1.637034 -1.219055 -0.17 0.18 3.00 -0.42
O -1.095942 1.036343 1.047079 1.31 -0.99 -2.20 -0.43
C -1.205394 1.873258 -0.071989 -2.21 0.46 1.19 0.27
C 1.237876 -1.797413 -0.400911 0.85 1.55 0.30 -0.89
H 2.236528 -2.286428 -0.275591 -1.00 0.27 0.41 0.26
H 1.400533 -0.691433 -0.334610 0.22 -0.74 -0.04 0.20
H 0.495969 -1.943170 0.442844 0.70 -0.65 -1.53 0.20
H 0.999130 -1.927647 -1.472960 -0.78 -0.41 0.86 0.24
H -1.280890 1.376769 1.927940 -0.25 0.79 -0.46 0.35
H -1.884306 2.722691 0.357250 1.32 -0.45 -1.53 0.22

---

2.
13
Properties=species:S:1:pos:R:3:forces:R:3:mulliken_charge:R:1 method="wB97M-V/def2-TZVPD" homo_lumo_gap_ha=0.400 spin_multiplicity=1 e_lumo_ev=0.878 fmax_ha_per_bohr=0.009
O 0.209344 1.599005 -0.915138 0.15 0.06 -0.05 -0.40
O 1.773439 -0.095500 -0.438862 0.24 0.21 -0.15 -0.49
C -0.300573 -1.981945 1.751409 0.00 0.29 -0.31 0.14
C -0.630600 -0.216122 -0.207082 -0.10 -0.08 -0.01 0.03
C -0.707242 1.282885 0.144284 -0.27 0.09 0.28 -0.51
C -0.436964 -1.187141 0.858322 0.04 -0.29 0.33 -0.78
C 0.576553 0.229281 -1.060791 -0.11 -0.21 -0.23 0.11
H -0.295302 1.521282 1.130725 -0.04 -0.03 -0.14 0.29
H -1.674773 1.773832 0.007696 0.13 -0.08 0.02 0.26
H -0.147900 -2.683523 2.541793 -0.06 0.12 -0.15 0.41
H 0.576641 -0.055463 -2.122222 0.05 0.04 0.18 0.31
H 2.485578 0.383778 -0.888709 -0.17 -0.16 0.12 0.31
H -1.463752 -0.514347 -0.851042 0.14 0.04 0.10 0.31

---

3.
39
Properties=species:S:1:pos:R:3:forces:R:3:mulliken_charge:R:1 method="wB97M-V/def2-TZVPD" charge=+1 homo_lumo_gap_ha=0.333 spin_multiplicity=1 e_lumo_ev=-2.816 fmax_ha_per_bohr=0.029
Br 4.079732 -1.303696 -2.792098 -0.06 -0.02 0.07 -0.12
Br -1.024247 -0.626846 -0.841866 -0.14 -0.01 -0.16 -0.10
Br 4.374793 -4.763265 -1.553148 0.01 -0.03 -0.08 -0.14
Br 1.915349 -2.383606 0.493528 -0.12 0.08 0.18 -0.11
P -2.947656 2.776245 0.698923 -0.32 0.25 1.21 0.23
O -6.307627 2.098334 0.612750 0.37 1.03 -0.95 -0.47
O -5.428382 0.011821 0.022750 0.29 -0.40 0.62 -0.49
N -1.541449 2.985736 1.551604 -0.43 -0.82 -1.16 -0.27
C -0.283291 2.802526 0.766470 0.59 0.29 0.60 -0.56
C 0.495990 1.626338 1.287764 -0.04 -0.15 0.41 -0.27
C -3.954406 1.513371 1.471395 -0.22 0.38 -0.46 -0.48
C -0.165959 -2.269406 -1.459726 -0.14 -0.18 -0.11 -0.54
C 0.307074 -3.113871 -0.309880 0.28 0.01 0.00 -0.59
C 1.824938 1.482641 0.581594 -0.47 0.23 -0.32 -1.40
C 5.751530 -3.407922 -1.777711 -0.10 -0.13 0.12 -0.57
C 5.243453 -2.038601 -1.414627 0.07 0.14 -0.15 -0.45
B -5.303231 1.205675 0.662897 0.00 -0.69 0.08 0.41
H 2.310140 2.450995 0.525000 0.30 0.14 0.12 0.42
H 6.559330 -3.700327 -1.111337 0.00 0.03 0.03 0.35
H -0.121953 0.732681 1.205186 0.21 -0.15 0.04 0.25
H 0.580270 -4.104675 -0.665715 0.00 0.01 -0.06 0.36
H 1.664135 1.155036 -0.436784 0.10 -0.25 -0.31 0.34
H -0.457590 2.686142 -0.298276 -0.30 0.07 -0.23 0.32
H 6.069209 -1.336216 -1.329475 0.03 -0.02 -0.03 0.36
H -3.333152 0.628910 1.553360 0.16 -0.20 0.17 0.30
H 0.639804 -1.962583 -2.118592 0.06 0.03 0.04 0.28
H -2.707438 2.524362 -0.654417 0.05 0.01 0.01 0.18
H -1.562374 2.315733 2.314952 0.20 0.20 0.27 0.35
H -4.933116 -0.656426 0.526264 -0.05 -0.04 -0.81 0.32
H -0.426106 -3.204123 0.484108 -0.06 0.00 -0.03 0.38
H -3.675477 3.961062 0.800925 -0.10 0.01 -0.40 0.15
H 2.456160 0.778459 1.090925 0.33 -0.27 0.12 0.29
H -6.732780 2.055932 -0.262318 -0.50 -0.12 0.61 0.33
H 4.670873 -2.039662 -0.493912 0.00 -0.04 0.02 0.17
H 6.089608 -3.473367 -2.805945 0.00 0.05 -0.03 0.38
H -0.925624 -2.794475 -2.033432 -0.04 0.03 0.02 0.35
H -4.214646 1.913927 2.445583 0.07 0.05 0.37 0.35
H 0.687113 1.792970 2.344821 -0.05 0.05 0.32 0.35
H 0.327003 3.680173 0.918462 0.03 0.45 -0.17 0.30

---

4.
70
Properties=species:S:1:pos:R:3:forces:R:3:mulliken_charge:R:1 method="wB97M-V/def2-TZVPD" charge=-1 homo_lumo_gap_ha=0.241 spin_multiplicity=1 e_lumo_ev=1.802 fmax_ha_per_bohr=0.034
S 1.320024 1.384985 4.770932 0.55 0.29 0.38 -0.34
F 2.365471 2.636998 1.862104 0.10 0.26 -0.25 -0.23
O -0.276698 -1.243608 -0.556787 0.13 0.10 0.05 -0.53
O -1.264077 -0.468024 6.163476 0.02 -0.44 -0.06 -0.67
O -0.756684 -3.104565 -5.240566 -0.05 0.17 0.26 -0.31
O 3.966118 7.348470 0.433933 -0.01 0.37 -0.07 -0.38
O -1.973498 0.134674 -0.733368 0.17 0.24 0.19 -0.40
O -2.282997 -1.622183 -5.799366 0.08 0.02 0.12 -0.53
O 0.534217 -1.418884 4.790465 -0.28 -0.27 -0.02 -0.67
O 1.806546 7.200310 0.806251 0.05 0.16 -0.08 -0.57
O -0.957749 0.122518 3.837570 -0.57 0.65 0.02 -0.73
N -3.090044 -4.625996 3.529470 -0.10 -0.18 0.08 -0.72
C 2.896933 6.742544 1.005774 -0.07 -0.43 0.11 0.67
C -1.525827 -1.463206 -2.562276 0.16 0.43 -0.15 -1.13
C -0.197335 -4.418350 -5.307124 0.15 -0.18 -0.11 -0.43
C -1.627724 -3.489403 5.036075 0.35 0.28 0.42 -0.65
C -2.162098 -3.510774 -7.224856 -0.26 -0.31 0.20 -1.12
C -2.581263 -2.310948 3.261679 0.02 0.58 -0.26 -0.41
C -1.187647 -0.843911 -1.226191 -0.16 -0.35 -0.09 0.91
C -2.971895 0.801073 -1.502691 -0.20 0.00 -0.11 -0.46
C -2.295484 -4.585679 4.598700 -0.13 -1.44 0.21 -0.19
C -4.280835 0.038776 -1.504907 -0.01 -0.15 0.03 -1.01
C -3.212972 -3.467747 2.902833 -0.80 -0.31 -0.94 -0.25
C 1.850191 1.359897 1.666778 -0.13 -0.87 0.13 -0.42
C 5.312554 6.996728 0.743270 0.15 -0.15 -0.03 -0.42
C 0.963704 -0.984078 3.523877 -0.22 0.66 1.22 -0.67
C 5.792529 5.820918 -0.082756 -0.09 -0.11 -0.05 -0.86
C 0.319985 0.440257 3.487073 0.63 -0.71 -0.33 0.61
C 0.432811 1.236929 2.190535 -0.35 0.32 0.10 -0.26
C -1.763471 -2.679924 -6.025722 -0.01 -0.09 -0.37 0.81
C 0.871970 -4.521105 -6.374751 -0.02 0.12 -0.13 -1.03
C -1.748639 -2.304393 4.349447 0.35 1.61 0.66 0.42
C 3.108471 5.476362 1.798572 0.16 0.42 0.33 -0.73
B -0.893180 -1.001897 4.856906 0.45 -0.03 -0.09 1.10
H 0.410067 2.115792 5.430392 -0.30 -0.21 -0.31 0.08
H -2.137771 -2.348906 -2.393949 -0.01 0.00 0.01 0.26
H -4.621317 -0.124985 -0.482277 0.01 0.07 0.01 0.30
H -1.625085 -3.143987 -8.098492 0.02 0.00 0.00 0.29
H 2.959659 4.619831 1.147604 -0.02 -0.04 0.01 0.19
H -4.174023 -0.940862 -1.971319 0.01 0.04 -0.08 0.27
H -0.981914 -5.166236 -5.431389 -0.02 0.04 -0.05 0.37
H -0.601137 -1.758045 -3.048242 0.02 -0.14 0.13 0.25
H 2.051464 -1.025240 3.532090 0.12 -0.03 -0.45 0.51
H -2.162439 -5.517743 5.144099 -0.16 -0.13 -0.09 0.34
H 0.112058 2.256893 2.399169 -0.21 0.07 -0.01 0.46
H 1.648887 -3.776551 -6.201368 0.02 -0.04 0.07 0.31
H -0.242505 0.848986 1.428945 0.04 -0.33 -0.01 -0.27
H 0.469189 -1.569338 2.743531 0.36 -0.06 -0.45 0.18
H 1.327142 -5.511747 -6.364353 0.00 0.00 0.03 0.37
H -2.610944 1.006418 -2.512187 0.00 -0.07 -0.01 0.40
H -1.979372 -4.576571 -7.109986 0.14 0.04 -0.06 0.34
H 2.369199 5.440573 2.593989 -0.15 -0.09 -0.15 0.35
H -1.000997 -3.532059 5.910426 0.16 -0.12 0.20 0.34
H 2.513279 0.671206 2.182132 0.17 -0.01 0.15 0.29
H 5.902952 7.880435 0.501848 -0.10 0.06 -0.03 0.30
H 5.212254 4.922038 0.124684 0.04 0.00 0.08 0.21
H -1.965805 0.163028 5.993622 -0.06 0.05 0.10 0.23
H 1.903318 1.104866 0.611154 0.01 0.31 -0.24 0.24
H -2.726390 -1.405234 2.693314 -0.03 0.13 -0.17 0.36
H -3.871489 -3.444411 2.035665 -0.04 -0.20 -0.02 0.33
H 6.842082 5.608886 0.126104 0.00 0.02 0.00 0.34
H 0.466564 -4.339190 -7.370627 -0.03 -0.08 0.00 0.27
H 4.087019 5.406974 2.268346 0.02 -0.10 -0.13 0.24
H -3.110508 1.766169 -1.017213 0.09 -0.03 0.09 0.39
H 5.431182 6.823569 1.813901 -0.03 -0.05 -0.01 0.38
H 0.245590 -4.589709 -4.327448 -0.06 0.12 0.05 0.36
H -3.229426 -3.381418 -7.386329 0.04 0.18 -0.05 0.32
H -5.046957 0.595911 -2.045955 0.01 0.02 0.00 0.37
H -2.038370 -0.794867 -3.248609 -0.14 -0.10 0.02 0.35
H 5.683137 6.038761 -1.145629 0.05 0.06 0.01 0.29

---

Number 1: HOMO energy -11.08 eV. Number 2: HOMO energy -10.01 eV. Number 3: HOMO energy -11.88 eV. Number 4: HOMO energy -4.75 eV.